Model one:
Below is a cluster of 2 separate species, C5H11O in total, with properties calculated with ωB97M-V/def2-TZVPD.

Positions of all 17 atoms, in Å:
C  -0.143  0.804  0.243
C  -0.093  -0.664  0.587
C  -1.205  1.546  -0.472
C  -1.144  -1.666  -0.014
C  2.148  -0.058  -0.092
O  0.779  -0.110  -0.424
H  0.338  1.774  1.225
H  0.436  -1.112  1.476
H  -2.066  1.308  0.124
H  -1.215  1.267  -1.547
H  -1.127  2.671  -0.546
H  -2.067  -1.707  0.645
H  -0.639  -2.599  0.034
H  -1.306  -1.266  -1.076
H  2.348  -0.810  0.687
H  2.586  -0.326  -1.062
H  2.371  0.948  0.212

For the molar mass, the calculation gives 87.142 Da. As for the charge: +1. The calculation puts the LUMO energy at -3.17 eV. The multiplicity is 1.



Model two:
Below is the ion C5H11O with charge +1, with properties calculated with ωB97M-V/def2-TZVPD.

Positions of all 17 atoms, in Å:
C  -0.375  -0.756  0.960
C  0.758  -0.159  0.170
C  0.791  1.341  0.317
C  1.664  -1.042  -0.626
C  -1.994  0.261  -0.538
O  -1.036  -0.680  -0.379
H  -0.165  -1.730  1.407
H  -1.035  -0.264  1.608
H  1.372  1.941  -0.419
H  1.297  1.488  1.303
H  -0.211  1.858  0.578
H  2.716  -0.845  -0.620
H  1.487  -1.128  -1.764
H  1.473  -2.051  -0.275
H  -1.952  0.885  0.396
H  -1.787  0.920  -1.407
H  -3.002  -0.040  -0.711

For the molar mass, the calculation gives 87.142 Da. As for the charge: +1. The calculation puts the LUMO energy at -5.39 eV. The multiplicity is 1.



The least stable of them is model one.